Entry 1:
ORCA calculation (wB97M-V/def2-TZVPD) on C16H25CsN2PS as an isolated structure.

Positions of all 46 atoms, in Å:
C1 1.898 -2.314 2.461
C2 2.626 -0.901 2.487
C3 3.666 -0.795 1.285
C4 3.565 0.627 0.593
C5 2.167 0.960 -0.025
C6 1.102 -0.031 -0.259
C7 -0.257 0.348 -0.841
P1 -1.651 -0.838 -1.187
C8 -1.774 -0.927 -3.078
C9 -1.249 -2.589 -0.623
C10 -2.143 -3.001 0.668
C11 -0.518 1.775 -1.168
C12 -1.901 2.307 -1.735
C13 -2.690 3.011 -0.528
C14 -3.056 1.906 0.559
C15 0.553 2.846 -0.977
N1 0.455 4.181 -1.271
S1 1.943 4.881 -0.878
N2 2.724 3.500 -0.329
C16 1.902 2.400 -0.405
H1 0.886 -2.294 2.961
H2 2.535 -3.044 3.052
H3 1.763 -2.736 1.422
H4 3.227 -0.837 3.440
H5 1.888 -0.051 2.496
H6 3.469 -1.565 0.486
H7 4.708 -0.874 1.712
H8 4.357 0.797 -0.205
H9 3.770 1.432 1.371
H10 1.303 -1.105 0.020
H11 -1.740 0.102 -3.537
H12 -2.737 -1.426 -3.374
H13 -0.860 -1.467 -3.482
H14 -0.154 -2.819 -0.492
H15 -1.612 -3.280 -1.455
H16 -2.263 -2.112 1.361
H17 -3.224 -3.274 0.348
H18 -1.682 -3.930 1.213
H19 -2.544 1.495 -2.167
H20 -1.646 3.043 -2.553
H21 -1.940 3.711 -0.048
H22 -3.597 3.554 -0.922
H23 -3.597 1.040 0.083
H24 -2.106 1.506 1.034
H25 -3.646 2.371 1.396
Cs1 -1.922 -5.583 1.090

Properties
- Multiplicity: 1
- Total charge: +1
- HOMO: -0.3695 Eh

Atomic partial charges in e from the Mulliken method, atoms 1 to 6: atom 1 (C): -0.922, atom 2 (C): -0.496, atom 3 (C): -0.796, atom 4 (C): -0.807, atom 5 (C): 0.189, atom 6 (C): 0.452

=====

Entry 2:
ORCA calculation (wB97M-V/def2-TZVPD) on C16H25F3NNbO7P as an isolated structure.

Positions of all 54 atoms, in Å:
C1 0.403 5.941 4.250
C2 0.326 5.470 3.148
C3 0.220 4.773 1.853
C4 0.331 3.239 2.120
C5 0.889 2.502 0.882
Nb1 0.200 0.354 0.627
C6 -0.480 0.910 -1.460
C7 -1.927 0.810 1.271
C8 -3.016 0.978 1.766
N1 0.777 -0.305 2.542
C9 2.166 -0.369 2.863
C10 2.845 0.767 3.626
O1 2.818 -1.336 2.599
C11 -0.084 -0.026 3.634
C12 -1.128 -1.116 3.939
O2 -0.039 0.929 4.357
P1 2.531 -0.154 -0.461
O3 3.613 0.641 0.150
O4 2.540 0.280 -2.070
O5 2.846 -1.773 -0.478
H1 0.402 6.105 5.297
H2 1.018 5.128 1.197
H3 -0.727 5.020 1.368
H4 1.036 3.140 2.946
H5 -0.650 2.914 2.467
H6 1.978 2.633 0.844
H7 0.513 3.033 -0.009
H8 -0.388 -1.351 0.241
H9 0.208 1.640 -1.893
H10 -1.510 1.284 -1.472
H11 -0.501 0.031 -2.083
H12 -3.999 0.967 2.170
H13 2.450 0.713 4.647
H14 3.907 0.548 3.692
H15 2.655 1.745 3.192
H16 -2.116 -0.672 3.957
H17 -1.018 -1.935 3.227
H18 -0.826 -1.520 4.910
H19 2.154 -0.453 -2.565
H20 2.008 -2.182 -0.735
C13 -3.137 -4.874 -5.081
C14 -2.663 -3.573 -5.694
O6 -1.877 -2.816 -4.761
C15 -0.613 -3.198 -4.620
O7 -0.091 -4.106 -5.196
C16 0.102 -2.273 -3.630
F1 -0.627 -2.073 -2.530
F2 0.346 -1.080 -4.188
F3 1.278 -2.775 -3.246
H21 -3.675 -4.683 -4.151
H22 -3.796 -5.402 -5.770
H23 -2.297 -5.525 -4.840
H24 -3.518 -2.947 -5.945
H25 -2.102 -3.741 -6.613

Properties
- Multiplicity: 1
- Total charge: -1
- HOMO: -0.1884 Eh

Atomic partial charges in e from the natural (NBO) method, atoms 1 to 6: atom 1 (C): -0.302, atom 2 (C): 0.031, atom 3 (C): -0.481, atom 4 (C): -0.389, atom 5 (C): -0.929, atom 6 (Nb): 1.683

=====

Entry 3:
ORCA calculation (wB97M-V/def2-TZVPD) on C16H25FeN5O5 as an isolated structure.

Positions of all 52 atoms, in Å:
O1 -0.224 -1.943 -4.186
H1 -0.857 -1.900 -4.917
Fe1 0.002 -0.344 -0.136
N1 1.836 0.124 0.395
N2 0.822 0.017 -1.871
O2 2.452 0.176 1.655
O3 0.075 0.287 -3.031
C1 2.679 0.519 -0.574
C2 2.097 0.472 -1.874
C3 4.037 1.027 -0.243
C4 2.806 0.945 -3.099
H2 4.373 0.641 0.725
H3 4.039 2.127 -0.180
H4 4.769 0.755 -1.015
H5 2.083 1.235 -3.872
H6 3.464 0.161 -3.509
H7 3.454 1.806 -2.873
H8 1.740 0.206 2.327
H9 -0.079 -0.626 -3.490
O4 -0.036 2.836 -0.498
H10 0.778 3.370 -0.541
H11 -0.469 3.003 -1.358
C5 -0.583 -3.030 -3.310
H12 -1.635 -2.983 -3.011
H13 0.069 -2.977 -2.436
H14 -0.401 -3.965 -3.851
O5 0.969 -2.915 0.881
H15 1.842 -2.605 1.197
H16 0.474 -3.107 1.693
C6 -0.027 2.549 4.829
C7 0.285 1.191 4.695
C8 0.020 0.530 3.493
C9 -0.555 1.258 2.429
C10 -0.864 2.616 2.561
C11 -0.605 3.263 3.766
N3 -0.940 0.600 1.248
N4 -2.235 0.840 0.947
C12 -2.718 -0.221 0.245
C13 -4.107 -0.452 0.140
C14 -4.529 -1.692 -0.319
C15 -3.565 -2.648 -0.669
C16 -2.205 -2.342 -0.590
N5 -1.766 -1.119 -0.203
H17 0.177 3.060 5.773
H18 0.723 0.635 5.527
H19 0.151 -0.551 3.379
H20 -1.306 3.122 1.703
H21 -0.863 4.317 3.864
H22 -4.760 0.357 0.467
H23 -5.592 -1.913 -0.412
H24 -3.863 -3.636 -1.034
H25 -1.432 -3.074 -0.838

Properties
- Multiplicity: 6
- Total charge: +1
- HOMO (spin up / spin down): -0.3504 / -0.3991 Eh
- ΔE to the lowest compared entry with this formula, charge and spin: 0.000 eV
- Expectation value of S²: 8.815

Atomic partial charges in e from the natural (NBO) method, atoms 1 to 6: atom 1 (O): -0.726, atom 2 (H): 0.500, atom 3 (Fe): 1.505, atom 4 (N): -0.207, atom 5 (N): -0.282, atom 6 (O): -0.551

=====

Entry 4:
ORCA calculation (wB97M-V/def2-TZVPD) on C16H25INO4P2S2Tb as an isolated structure.

Positions of all 52 atoms, in Å:
C1 6.975 3.202 -1.817
C2 6.361 1.925 -1.545
H1 8.060 3.075 -2.011
H2 6.799 3.856 -0.948
H3 6.464 3.647 -2.686
O1 6.442 0.768 -1.417
I1 3.224 2.187 -0.999
Tb1 0.672 0.999 -0.356
P1 0.123 -0.065 -2.831
C3 -0.267 -1.669 -3.563
C4 -1.271 0.912 -3.512
H4 -1.264 0.804 -4.608
H5 1.097 0.487 -4.981
H6 -1.177 1.974 -3.246
H7 1.853 1.470 -3.665
H8 -1.141 -2.092 -3.062
H9 -2.206 0.527 -3.090
C5 1.483 0.473 -3.951
H10 -0.481 -1.538 -4.632
H11 2.318 -0.236 -3.864
H12 0.578 -2.349 -3.428
P2 1.164 0.635 2.356
C6 1.165 -0.767 3.512
C7 2.838 1.310 2.697
H13 0.115 2.785 2.864
H14 0.548 1.876 4.342
H15 -0.897 1.419 3.369
C8 0.132 1.792 3.327
H16 3.030 2.197 2.074
H17 2.899 1.574 3.763
H18 1.392 -0.402 4.526
H19 1.918 -1.500 3.207
H20 3.588 0.547 2.451
H21 0.179 -1.244 3.506
C9 0.636 -1.396 -0.088
O2 0.466 -2.509 0.166
O3 -2.349 -3.656 -0.624
S1 -3.159 -2.479 -0.832
O4 -4.030 -2.462 -1.984
N1 -2.209 -1.079 -0.762
C10 -2.573 -0.256 0.213
S2 -1.840 1.278 0.454
C11 -3.619 -0.776 1.093
C12 -4.102 -0.289 2.316
C13 -5.011 -1.070 3.046
C14 -5.446 -2.321 2.553
C15 -4.947 -2.802 1.331
C16 -4.029 -2.029 0.636
H22 -3.727 0.673 2.677
H23 -5.377 -0.714 4.014
H24 -6.164 -2.936 3.109
H25 -5.237 -3.755 0.898

Properties
- Multiplicity: 7
- Total charge: +2
- HOMO (spin up / spin down): -0.5140 / -0.5141 Eh
- ΔE to the lowest compared entry with this formula, charge and spin: 3.703 eV
- Expectation value of S²: 12.612

Atomic partial charges in e from the Mulliken method, atoms 1 to 6: atom 1 (C): -0.748, atom 2 (C): 0.601, atom 3 (H): 0.358, atom 4 (H): 0.347, atom 5 (H): 0.347, atom 6 (O): -0.112

=====

Entry 5:
ORCA calculation (wB97M-V/def2-TZVPD) on one molecule with the formula C16H25N3O3S.

Positions of all 48 atoms, in Å:
C1 -6.787 -0.703 0.091
C2 -5.199 -0.514 0.023
C3 -4.337 -1.495 0.128
C4 -3.066 -1.464 0.143
C5 -2.531 -0.340 -0.089
N1 -1.156 -0.118 0.020
C6 -0.283 -0.911 0.608
C7 0.926 -0.421 1.225
N2 1.644 0.251 0.114
S1 3.116 0.850 0.539
O1 3.680 1.930 -0.621
O2 3.214 1.364 1.942
N3 3.852 -0.589 0.238
C8 4.953 -0.683 1.317
C9 6.246 -0.118 0.675
O3 6.582 -0.674 -0.803
C10 5.401 -0.603 -1.626
C11 4.024 -1.048 -0.931
C12 0.694 1.419 -0.357
C13 -0.529 0.868 -1.076
C14 -3.477 0.839 -0.001
C15 -4.886 0.648 0.088
C16 -5.702 1.999 -0.329
H1 -7.109 -0.383 -0.932
H2 -7.227 -0.282 0.876
H3 -6.952 -1.906 0.127
H4 -5.015 -2.520 0.164
H5 -2.549 -2.450 0.277
H6 -0.795 -1.563 1.255
H7 -0.159 -1.739 -0.218
H8 1.790 -1.244 1.530
H9 0.648 0.301 2.223
H10 4.862 -0.190 2.177
H11 5.188 -1.984 1.275
H12 7.211 -0.238 0.821
H13 6.213 0.964 0.469
H14 5.658 -0.702 -2.625
H15 5.232 0.642 -1.858
H16 3.270 -0.722 -1.542
H17 4.169 -1.994 -1.095
H18 1.292 2.259 -1.090
H19 0.373 2.275 0.579
H20 -1.239 1.664 -0.967
H21 -0.317 0.276 -1.756
H22 -3.114 2.020 -0.207
H23 -6.352 1.931 -1.196
H24 -5.051 2.842 -0.276
H25 -6.407 2.255 0.669

Properties
- Multiplicity: 1
- HOMO: -0.2846 Eh
- ΔE to the lowest compared entry with this formula, charge and spin: 18.964 eV
- SMILES string: Cc1ccc(N2CCN(S(=O)(=O)N3CCOCC3)CC2)cc1C

Atomic partial charges in e from the natural (NBO) method, atoms 1 to 6: atom 1 (C): -0.588, atom 2 (C): -0.092, atom 3 (C): -0.146, atom 4 (C): -0.243, atom 5 (C): 0.140, atom 6 (N): -0.437

=====

| no. | molecular weight (g/mol) |
| --- | --- |
| 1 | 441.3 |
| 2 | 524.3 |
| 3 | 423.3 |
| 4 | 707.3 |
| 5 | 339.5 |